177
Properties=species:S:1:pos:R:3:forces:R:3:lowdin_charge:R:1 method="wB97M-V/def2-TZVPD" homo_ev="-0.474 / -0.474" total_charge=-2 e_lumo_ev="2.9 / 2.9" fmax_ha_per_bohr=0.0577 multiplicity=1 gap_ev="3.365 / 3.364"
K 0.1999 -1.0656 -0.2391 -1.64 -1.97 -1.49 0.79
C 2.7203 5.7173 -2.6633 0.12 0.03 0.07 -0.04
C 3.4704 6.0081 -1.3652 -0.03 0.27 -0.02 -0.49
C 2.5216 6.7827 -0.4340 0.14 -0.11 0.05 -0.05
C 4.7024 6.8929 -1.6023 -0.05 -0.20 0.06 -0.04
C 3.8582 4.7422 -0.5691 0.12 0.40 0.11 -0.41
O 4.1090 4.8390 0.6197 -0.03 0.00 0.02 0.07
N 3.7905 3.5064 -1.1427 -0.21 -0.79 0.26 0.17
C 4.1785 3.0409 -2.4017 0.18 -0.12 -0.32 -0.19
C 5.1686 3.7035 -3.1162 0.11 -0.05 0.00 -0.04
C 5.5952 3.2339 -4.3447 -0.08 0.03 0.03 -0.09
C 5.0374 2.0764 -4.8594 0.15 -0.01 -0.17 -0.09
C 4.0999 1.3720 -4.1236 -0.11 0.05 0.07 -0.03
C 3.6680 1.8142 -2.8740 0.19 0.29 -0.22 -0.11
C 2.7557 1.0475 -2.0026 -0.15 -0.42 0.10 -0.08
C 1.4815 1.6011 -1.7405 -0.05 0.01 0.05 -0.27
C 0.8256 2.5584 -2.6089 -0.19 0.25 -0.13 -0.03
C -0.4739 2.6010 -2.2150 0.09 0.27 -0.28 0.00
C -0.5821 1.7200 -1.0714 -0.14 0.06 0.11 -0.27
N 0.6166 1.1560 -0.8269 0.59 0.88 0.13 0.02
C -1.7501 1.4698 -0.3290 0.26 -0.05 -0.29 -0.10
C -1.8250 0.7882 0.8969 -0.09 0.05 0.35 -0.27
C -3.0214 0.6093 1.6947 -0.20 0.05 0.13 0.01
C -2.6308 -0.0285 2.8281 -0.18 0.07 0.01 -0.02
C -1.2126 -0.2750 2.6887 -0.30 -0.08 0.09 -0.28
C -0.4398 -1.0648 3.5783 0.48 -0.24 -0.78 -0.05
C 0.6902 -1.7860 3.1442 -0.31 0.41 0.19 -0.25
N 1.0515 -1.8578 1.8463 0.65 -0.17 0.29 0.02
C 2.0765 -2.7151 1.7488 -0.07 0.38 0.20 -0.29
C 2.8268 -3.0231 0.5827 0.02 0.29 -0.04 -0.06
C 3.0798 -2.1205 -0.4588 -0.07 0.00 0.12 -0.25
C 4.0496 -2.2915 -1.5248 0.32 0.11 -0.41 -0.01
C 4.1439 -1.0946 -2.1538 0.33 -0.29 -0.03 -0.02
C 3.1483 -0.2291 -1.5444 0.08 0.40 0.15 -0.26
N 2.5528 -0.8800 -0.5365 0.58 0.18 0.29 0.02
C 3.4159 -4.3756 0.5459 0.12 -0.26 -0.01 -0.13
C 4.7843 -4.5794 0.4091 -0.04 -0.02 0.06 -0.05
C 5.3276 -5.8493 0.3187 0.19 -0.07 -0.03 -0.11
C 4.4911 -6.9503 0.3596 0.02 0.13 0.02 -0.10
C 3.1273 -6.7815 0.5268 -0.03 -0.35 0.01 -0.01
C 2.5755 -5.5096 0.6442 0.15 -0.11 -0.02 -0.14
N 1.2115 -5.3136 0.8789 0.33 0.67 -0.15 0.19
C 0.2558 -6.2232 1.1839 -0.66 -0.09 -0.06 -0.41
O 0.4020 -7.4288 1.0771 0.19 -0.14 0.03 0.05
C -1.0314 -5.6586 1.8177 -0.25 -0.14 0.07 -0.49
C -0.7862 -5.8342 3.3250 0.02 -0.09 -0.11 -0.04
C -2.2159 -6.5167 1.3655 0.24 -0.05 -0.03 -0.04
C -1.3594 -4.1994 1.5155 0.11 -0.08 0.05 -0.03
C 2.3921 -3.2487 3.0523 -0.07 0.00 0.46 0.00
C 1.5632 -2.6250 3.9319 0.41 -0.37 0.04 -0.02
C -0.8101 -1.1750 4.9852 -0.29 -0.01 0.73 -0.10
C -0.8267 -2.4156 5.6334 -0.11 0.13 -0.13 -0.03
C -0.9673 -2.5272 7.0019 -0.02 -0.07 0.26 -0.09
C -1.0586 -1.3810 7.7767 -0.05 0.05 -0.10 -0.09
C -1.0899 -0.1430 7.1572 0.12 -0.08 0.14 -0.05
C -1.0387 -0.0265 5.7742 0.02 -0.41 0.13 -0.18
N -1.0514 1.2302 5.1581 0.72 -0.26 -0.39 0.17
C -1.7846 2.3612 5.2871 -0.25 0.32 0.18 -0.41
O -1.4207 3.3552 4.6770 0.06 0.05 -0.02 0.05
C -3.0759 2.4367 6.1286 -0.26 0.14 0.02 -0.49
C -2.7546 3.0080 7.5170 0.10 -0.08 -0.17 -0.04
C -3.9787 3.4429 5.3963 0.22 0.00 0.02 -0.05
C -3.8485 1.1246 6.2533 0.11 0.04 0.03 -0.04
N -0.7718 0.2402 1.5394 0.22 0.48 0.36 0.04
C -3.0249 1.9419 -0.9313 -0.25 0.19 -0.05 -0.15
C -3.7270 1.1241 -1.8021 -0.01 0.07 0.03 -0.01
C -4.9026 1.5639 -2.3889 -0.17 -0.08 -0.14 -0.09
C -5.3888 2.8270 -2.1006 0.06 -0.12 -0.02 -0.09
C -4.7049 3.6601 -1.2328 -0.11 0.25 0.04 -0.01
C -3.5200 3.2242 -0.6534 -0.16 -0.24 -0.16 -0.17
N -2.7353 4.0034 0.1961 0.27 -0.44 0.11 0.18
C -2.8388 5.3124 0.5060 0.34 0.21 0.25 -0.42
O -3.7806 6.0221 0.1947 -0.18 0.05 -0.12 0.05
C -1.6664 5.8648 1.3338 0.01 0.25 0.04 -0.50
C -2.1635 5.9535 2.7808 -0.06 -0.06 -0.17 -0.03
C -1.3593 7.2709 0.8051 -0.20 -0.17 0.00 -0.05
C -0.4050 5.0015 1.2673 -0.14 0.11 0.02 -0.04
H 2.2910 6.6410 -3.0513 -0.02 0.09 -0.01 0.09
H 1.9104 5.0183 -2.4692 -0.11 -0.03 -0.05 0.07
H 3.3659 5.2929 -3.4268 -0.06 0.03 -0.10 0.07
H 2.2472 7.7368 -0.8825 -0.02 0.04 -0.12 0.08
H 3.0022 6.9643 0.5244 -0.03 0.02 0.04 0.09
H 1.6180 6.2071 -0.2605 -0.14 -0.03 0.07 0.06
H 5.3354 6.5104 -2.3983 0.08 -0.01 -0.08 0.06
H 5.2889 6.9574 -0.6882 0.07 0.06 0.08 0.09
H 4.3880 7.8973 -1.8827 -0.06 0.08 -0.04 0.08
H 3.6389 2.7532 -0.4753 0.08 0.23 0.09 0.17
H 5.6371 4.5693 -2.6756 0.02 0.07 0.02 0.10
H 6.3662 3.7669 -4.8845 0.03 0.02 -0.04 0.10
H 5.3555 1.7096 -5.8262 -0.04 -0.05 -0.04 0.10
H 3.6708 0.4724 -4.5392 -0.09 -0.10 -0.01 0.10
H 1.2856 3.0637 -3.4430 -0.03 0.06 -0.07 0.10
H -1.2711 3.1885 -2.6396 -0.09 0.02 -0.09 0.11
H -4.0120 0.9411 1.4295 -0.10 -0.03 -0.03 0.11
H -3.2410 -0.3611 3.6516 -0.08 -0.02 0.02 0.09
H 4.5990 -3.1887 -1.7518 0.02 -0.05 -0.06 0.10
H 4.7869 -0.8426 -2.9792 0.09 -0.03 -0.05 0.10
H 5.4310 -3.7143 0.3961 0.03 0.09 -0.03 0.11
H 6.3980 -5.9744 0.2209 0.04 0.00 -0.02 0.09
H 4.8973 -7.9496 0.2711 -0.01 -0.04 0.01 0.09
H 2.4765 -7.6394 0.5758 -0.04 0.05 -0.02 0.09
H 0.9712 -4.3329 0.9708 -0.27 -0.36 -0.02 0.11
H -0.6749 -6.8887 3.5682 0.02 -0.13 0.04 0.08
H -1.6229 -5.4319 3.8930 -0.13 0.08 0.06 0.08
H 0.1251 -5.3152 3.6207 0.07 0.12 0.11 0.07
H -1.9733 -7.5736 1.4438 -0.02 -0.07 0.03 0.07
H -2.4495 -6.2861 0.3280 -0.05 0.00 -0.14 0.08
H -3.0910 -6.3053 1.9780 -0.08 0.09 0.08 0.08
H -0.5924 -3.5124 1.8567 0.10 0.11 0.08 0.06
H -2.2780 -3.9238 2.0351 -0.07 -0.03 0.07 0.10
H -1.5210 -4.0675 0.4491 -0.03 0.01 -0.17 0.06
H 3.1836 -3.9452 3.2711 0.08 -0.09 0.04 0.11
H 1.5715 -2.7238 5.0024 0.03 0.00 0.10 0.10
H -0.7206 -3.3041 5.0304 -0.01 -0.08 -0.09 0.10
H -0.9736 -3.5024 7.4735 0.01 -0.01 -0.05 0.10
H -1.0967 -1.4431 8.8561 -0.03 -0.01 0.03 0.10
H -1.1175 0.7523 7.7586 -0.02 0.05 -0.02 0.10
H -0.4237 1.2813 4.3566 -0.13 0.20 0.14 0.16
H -2.1214 3.8876 7.4240 0.03 0.12 0.02 0.09
H -2.2457 2.2806 8.1433 0.02 -0.01 0.11 0.06
H -3.6790 3.2933 8.0184 -0.08 0.02 0.02 0.08
H -3.4818 4.4060 5.3205 -0.03 0.07 -0.04 0.08
H -4.9199 3.5672 5.9294 -0.08 -0.07 0.10 0.08
H -4.1881 3.0905 4.3889 -0.06 0.01 -0.12 0.09
H -3.3071 0.3719 6.8162 -0.15 -0.04 0.01 0.06
H -4.0699 0.7268 5.2672 -0.07 -0.09 -0.09 0.07
H -4.7931 1.3160 6.7624 -0.08 0.04 0.02 0.09
H -3.3400 0.1384 -2.0246 0.03 -0.08 0.00 0.12
H -5.4383 0.9202 -3.0710 -0.03 -0.09 -0.05 0.10
H -6.3062 3.1728 -2.5571 -0.05 0.02 -0.01 0.10
H -5.0746 4.6470 -1.0082 0.03 0.03 0.03 0.09
H -1.9274 3.4878 0.5320 -0.08 0.36 0.01 0.11
H -3.1014 6.5050 2.8209 -0.07 0.09 0.02 0.09
H -1.4258 6.4606 3.3987 0.12 0.05 0.10 0.09
H -2.3125 4.9580 3.1896 -0.03 -0.06 0.12 0.06
H -2.2697 7.8658 0.7863 -0.02 0.06 -0.02 0.08
H -0.9643 7.2171 -0.2077 0.07 0.05 -0.14 0.08
H -0.6248 7.7622 1.4404 0.12 -0.01 0.08 0.08
H -0.5084 4.0877 1.8489 0.01 -0.18 0.06 0.09
H 0.4315 5.5524 1.6929 0.08 0.01 0.07 0.09
H -0.1526 4.7413 0.2391 0.09 -0.04 -0.08 0.08
F -5.7009 -3.8757 -4.7763 -0.14 0.08 -0.05 -0.04
C -4.5298 -4.0572 -4.0648 0.01 0.00 0.03 -0.32
C -4.0752 -3.0610 -3.2095 -0.34 -0.18 -0.40 -0.07
C -2.9086 -3.2448 -2.5163 0.07 0.03 0.15 -0.10
C -2.1373 -4.4448 -2.6296 0.05 -0.05 0.22 -0.39
C -0.9637 -4.6162 -1.9424 0.37 -0.17 0.46 -0.11
C -2.6759 -5.4462 -3.5011 0.18 -0.04 -0.01 -0.09
C -3.8367 -5.2508 -4.2028 -0.41 0.37 -0.13 -0.08
H -4.6406 -2.1472 -3.0996 -0.14 0.13 -0.01 0.09
H -2.5584 -2.4748 -1.8353 0.00 0.04 -0.02 0.09
H -0.3916 -5.5240 -2.0253 0.20 -0.22 -0.03 0.04
H -0.5135 -3.7967 -1.3994 0.05 0.10 0.04 0.01
H -2.1371 -6.3772 -3.6191 0.07 -0.08 0.03 0.09
H -4.2223 -6.0097 -4.8716 -0.03 -0.07 -0.04 0.10
C 0.7525 -3.2395 -4.2277 -0.12 -0.40 0.11 -0.17
N 0.1823 -1.9206 -3.9823 -0.07 0.13 0.28 -0.06
C -0.9237 -1.7092 -4.9056 -0.29 -0.04 0.05 -0.16
N -0.4891 -1.8095 -6.3016 -0.12 0.17 -0.19 -0.09
C 0.0900 -3.1352 -6.4898 -0.06 -0.18 -0.20 -0.19
N 1.2239 -3.3806 -5.6074 0.24 -0.10 -0.12 -0.09
C 2.2268 -2.3509 -5.8458 0.14 -0.17 -0.16 -0.19
N 1.7030 -1.0062 -5.6341 0.28 0.21 -0.06 -0.09
C 1.2107 -0.9314 -4.2546 -0.04 0.11 0.14 -0.18
C 0.5614 -0.8230 -6.5234 -0.03 0.10 -0.21 -0.19
H -0.0040 -4.0006 -4.0217 0.14 0.12 0.06 0.10
H 1.5968 -3.3887 -3.5493 -0.04 -0.05 0.03 0.13
H -1.3390 -0.7119 -4.7374 -0.04 0.01 0.02 0.13
H -1.7037 -2.4520 -4.7202 0.06 0.05 0.04 0.11
H 0.4224 -3.2261 -7.5307 -0.03 -0.04 0.03 0.12
H -0.6791 -3.8843 -6.2857 0.02 0.01 -0.04 0.13
H 2.5803 -2.4342 -6.8811 0.03 0.02 0.07 0.12
H 3.0658 -2.5180 -5.1629 -0.01 0.03 -0.04 0.12
H 0.8104 0.0697 -4.0843 -0.01 0.05 0.07 0.12
H 2.0422 -1.1041 -3.5715 -0.02 0.03 -0.06 0.10
H 0.9058 -0.9049 -7.5618 -0.02 0.05 0.06 0.12
H 0.1526 0.1781 -6.3594 -0.02 -0.02 -0.04 0.12

---

52
Properties=species:S:1:pos:R:3:forces:R:3:nbo_charge:R:1 method="wB97M-V/def2-TZVPD" homo_ev=-9.015 smiles="CC(C)C[C@H]1CNC(=O)C(=O)N1C[C@H](C)NC(=O)Cc1ccccc1" relative_energy_ev=0.6891 e_lumo_ev=0.7 fmax_ha_per_bohr=0.0135 multiplicity=1 gap_ev=9.704
C -3.2958 -1.1408 -1.2401 -0.13 -0.03 0.20 -0.60
H -3.5209 -0.1169 -1.5305 -0.01 0.13 -0.12 0.20
H -3.9812 -1.8015 -1.7665 -0.04 -0.06 -0.11 0.21
H -2.2892 -1.3820 -1.5681 0.02 -0.05 -0.12 0.21
C -3.4562 -1.3295 0.2665 0.14 0.04 0.06 -0.22
C -3.0339 -2.7373 0.6793 -0.19 0.14 -0.06 -0.61
H -3.7090 -3.4648 0.2342 -0.05 -0.13 -0.02 0.21
H -2.0306 -2.9626 0.3354 0.06 -0.07 -0.01 0.21
H -3.0757 -2.8539 1.7604 0.00 -0.08 0.15 0.20
C -2.8039 -0.2126 1.1011 0.08 -0.07 -0.18 -0.39
H -2.9779 -0.4414 2.1557 -0.03 0.09 0.08 0.21
H -3.3610 0.7033 0.8845 -0.03 0.05 0.08 0.20
C -1.3080 0.1550 0.9843 -0.27 -0.34 0.54 -0.03
N -0.9210 0.6363 -0.3292 0.10 0.18 0.03 -0.44
C -0.1211 -0.0414 -1.1833 0.01 0.39 -0.28 0.59
O 0.3457 0.4704 -2.1852 0.04 -0.24 -0.19 -0.62
C 0.1317 -1.5111 -0.8686 0.13 -0.60 0.11 0.59
O 0.3996 -2.3161 -1.7340 -0.06 0.16 -0.21 -0.58
N 0.0091 -1.8451 0.4299 0.00 -0.18 0.11 -0.61
H 0.3136 -2.7717 0.6939 -0.02 0.08 -0.21 0.42
C -0.3049 -0.8973 1.4675 0.12 0.51 0.18 -0.24
H -0.7201 -1.4342 2.3218 -0.02 0.04 -0.04 0.21
H 0.6059 -0.3771 1.7930 -0.18 -0.08 0.02 0.23
C -1.2525 2.0030 -0.6756 0.22 0.19 -0.09 -0.22
H -2.2606 2.2317 -0.3264 -0.01 -0.01 -0.02 0.21
H -1.2241 2.0675 -1.7669 -0.12 0.06 0.12 0.23
C -0.2557 3.0232 -0.0888 -0.23 0.03 0.05 -0.07
N 1.1051 2.6159 -0.3619 -0.17 0.24 -0.17 -0.62
C 1.8510 1.9799 0.5657 0.32 0.28 -0.31 0.70
O 1.4651 1.7976 1.7064 0.01 -0.10 0.41 -0.66
C 3.2225 1.5337 0.0830 -0.15 -0.14 0.15 -0.53
C 3.2552 0.0289 0.0114 0.08 -0.01 -0.02 0.06
C 3.2793 -0.6287 -1.2104 0.09 0.00 0.03 -0.24
C 3.3059 -2.0116 -1.2606 0.07 -0.06 -0.02 -0.17
C 3.2923 -2.7494 -0.0899 0.02 -0.10 -0.05 -0.23
C 3.2546 -2.0996 1.1330 0.04 -0.01 0.09 -0.21
C 3.2425 -0.7173 1.1841 0.04 -0.01 0.08 -0.26
H 3.2184 -0.2064 2.1358 0.00 0.05 0.08 0.23
H 3.2434 -2.6701 2.0514 0.02 -0.05 0.07 0.21
H 3.3078 -3.8286 -0.1312 0.00 -0.09 -0.01 0.21
H 3.3208 -2.5122 -2.2157 -0.04 -0.05 -0.09 0.22
H 3.2718 -0.0610 -2.1288 -0.02 0.07 -0.09 0.22
H 3.4497 1.9698 -0.8892 0.05 0.01 0.02 0.22
H 3.9548 1.8785 0.8164 -0.06 0.09 -0.08 0.24
H 1.3622 2.5453 -1.3356 0.11 -0.08 0.10 0.41
C -0.5157 4.4113 -0.6625 0.03 -0.24 0.21 -0.61
H -1.5272 4.7318 -0.4288 -0.14 0.08 -0.03 0.21
H 0.1834 5.1278 -0.2398 0.03 0.07 0.02 0.22
H -0.3946 4.4012 -1.7434 -0.01 0.04 -0.16 0.21
H -0.3448 3.0447 1.0032 -0.01 -0.01 -0.20 0.23
H -1.1788 1.0045 1.6699 0.08 -0.15 -0.09 0.22
H -4.5275 -1.2394 0.4933 0.10 0.01 -0.01 0.20